Version A
Molecular formula: C30H43Cl5LaP2
Method: DFT, the ωB97M-V functional and the def2-TZVPD basis

Structure (XYZ):
```
81
C30H43Cl5LaP2, DFT the ωB97M-V functional and the def2-TZVPD basis
La -1.2417 2.0577 -3.9538
C -0.8666 -2.1288 0.4196
C 0.4662 -2.3119 -0.0180
C 0.4424 -0.5257 1.4290
C -0.9016 -0.9927 1.2901
C 1.2804 -1.3408 0.6244
C -2.0002 -3.0308 0.1255
H -2.0171 -3.3128 -0.9332
H -2.9520 -2.5533 0.3787
H -1.9358 -3.9658 0.7035
C -2.0423 -0.4221 1.9576
H -2.9901 -0.8554 1.6304
H -2.1581 0.9301 1.7278
H -1.9544 -0.4734 3.0483
C 0.8915 0.5914 2.2750
H 0.2391 0.7146 3.1467
H 0.8801 1.5445 1.7227
H 1.9192 0.4325 2.6268
C 2.7478 -1.2170 0.5393
H 3.2074 -1.2908 1.5355
H 3.0491 -0.2500 0.1139
H 3.1696 -2.0124 -0.0859
C 0.9503 -3.3690 -0.9338
H 1.2439 -4.2755 -0.3828
H 1.8308 -3.0265 -1.4902
H 0.1784 -3.6465 -1.6648
C -2.3583 1.8627 -5.7480
C -2.1428 0.5369 -5.3604
C -1.3597 -0.3780 -6.3103
C 0.0565 -0.5614 -5.7720
C 0.1534 0.4706 -4.6416
C 0.6304 1.7665 -4.8823
C 0.2026 2.5536 -6.1093
C -1.2893 2.6797 -6.4416
H -1.2871 0.1335 -7.2681
H 0.7888 -0.3902 -6.5713
H -1.8210 -1.3595 -6.4618
H -1.3373 2.5033 -7.5184
H -3.3629 2.2970 -5.7808
H -2.7923 -0.0619 -4.6942
H -1.5739 3.7370 -6.2952
H 0.6310 3.5729 -6.0055
H 1.6243 2.0953 -4.5160
H 0.7409 2.0999 -6.9683
H 0.2335 -1.5747 -5.3645
H 0.1421 0.0281 -3.6154
P -1.8711 -2.8988 -3.7340
P 2.6571 2.7708 -0.8600
C 0.3076 3.4664 -2.1022
C 1.7449 3.7585 -2.2164
H -0.0421 3.0158 -1.1707
H -0.3379 4.2702 -2.4837
H 2.1537 3.4740 -3.2067
H 1.9692 4.8259 -2.0195
C 4.2099 3.7492 -0.8629
H 4.8501 3.3744 -0.0540
H 3.9674 4.7976 -0.6482
H 4.7524 3.6797 -1.8133
C 3.1408 1.3492 -1.9344
H 3.4060 1.6792 -2.9467
H 2.2863 0.6593 -1.9863
H 3.9904 0.8135 -1.4916
C -3.1004 -1.8423 -2.6504
H -2.4184 -1.5333 -1.8136
H -3.9177 -2.4331 -2.1951
H -3.5152 -0.9348 -3.1332
C -2.3012 -4.3078 -4.9361
H -1.5733 -5.0554 -4.5004
H -1.9800 -4.0692 -5.9621
H -3.3051 -4.7379 -4.9095
Cl -1.8658 2.1254 4.3145
C -2.2019 2.8897 2.8020
C -2.2991 2.1248 1.6573
C -2.4925 2.7195 0.4346
Cl -2.5117 1.6986 -1.0134
C -2.6579 4.1149 0.3240
Cl -2.8902 4.8428 -1.2178
C -2.5756 4.9128 1.4930
Cl -2.7061 6.6110 1.3919
C -2.3337 4.2992 2.7437
Cl -2.1292 5.2452 4.1512
```

total charge = +1
frontier orbital gap (alpha / beta) = 0.21479 / 0.21438 Eh
LUMO energy (alpha / beta) = -3.63 / -3.64 eV


Version B
Molecular formula: C30H43Cl5LaP2
Method: DFT, the ωB97M-V functional and the def2-TZVPD basis

Structure (XYZ):
```
81
C30H43Cl5LaP2, DFT the ωB97M-V functional and the def2-TZVPD basis
La 0.8790 0.8561 -1.4139
C -0.7481 0.9227 3.0666
C -1.9282 0.1609 2.8338
C -0.1793 -1.3025 3.2026
C 0.3422 0.0213 3.2614
C -1.5429 -1.2118 2.8350
C -0.6708 2.3912 3.1889
H -1.3090 2.8486 2.4279
H 0.3567 2.7397 3.0536
H -1.0225 2.7859 4.1586
C 1.7565 0.2904 3.5955
H 2.0051 1.3596 3.5507
H 2.4364 -0.2728 2.8792
H 1.9993 -0.0424 4.6277
C 0.5935 -2.5269 3.5339
H 1.0153 -2.4795 4.5501
H 1.4306 -2.5909 2.8316
H -0.0304 -3.4262 3.4776
C -2.4233 -2.3678 2.5475
H -2.5602 -2.9925 3.4537
H -1.9747 -2.9891 1.7570
H -3.4082 -2.0430 2.1811
C -3.2936 0.6937 2.6110
H -3.9276 0.4634 3.4791
H -3.7470 0.2378 1.7209
H -3.3038 1.7824 2.4654
C 0.4350 2.5749 -2.8420
C -0.4305 3.8176 -2.6752
C -1.8603 3.8683 -3.1836
C -2.6245 2.5641 -2.8272
C -1.8064 1.5053 -1.8813
C -1.1649 0.3106 -2.6206
C -0.6839 0.5742 -4.0336
C 0.0922 1.8782 -4.1914
H -1.9349 4.0186 -4.2553
H -2.9849 1.9904 -3.6826
H -2.3260 4.7269 -2.6442
H -0.4174 2.6360 -4.7857
H 1.5400 2.6482 -2.6885
H 0.1340 4.7605 -2.6082
H 1.0129 1.6550 -4.7345
H -0.0179 -0.2921 -4.2757
H -1.8439 -0.5478 -2.7581
H -1.5308 0.5544 -4.7465
H -3.5643 2.7438 -2.2932
H -2.5305 1.1084 -1.1401
P -0.8744 2.9658 -1.1307
P -0.8025 -3.2300 -0.8011
C 1.5074 -1.4990 -2.1185
C 0.6530 -2.7163 -2.0679
H 2.5768 -1.7502 -2.3104
H 1.2392 -0.7755 -2.9322
H 0.1384 -2.8685 -3.0263
H 1.2547 -3.6156 -1.8546
C -0.9913 -5.0493 -1.0654
H -1.4978 -5.3715 -0.1526
H 0.0032 -5.4883 -1.1194
H -1.6020 -5.3061 -1.9237
C -2.3363 -2.4495 -1.4838
H -2.4148 -2.5500 -2.5631
H -2.3282 -1.3812 -1.2535
H -3.2004 -2.8837 -0.9806
C 0.5839 3.3449 -0.1176
H 0.3552 3.1220 0.9268
H 0.5127 4.4324 -0.2622
H 1.6288 3.0790 -0.3667
C -2.2846 3.4841 -0.1808
H -2.4287 2.5955 0.4729
H -3.2137 3.5977 -0.7606
H -1.9100 4.3641 0.4142
Cl 4.3212 -2.3518 4.5380
C 4.6506 -2.0237 2.8844
C 4.0189 -1.0191 2.1905
C 4.3484 -0.6325 0.9245
Cl 3.7236 0.8302 0.1514
C 5.2669 -1.4433 0.2270
Cl 5.4675 -1.1743 -1.4496
C 5.9703 -2.4961 0.8737
Cl 7.1754 -3.3805 0.0439
C 5.6723 -2.7920 2.2090
Cl 6.5787 -3.9716 3.0558
```

total charge = +1
frontier orbital gap (alpha / beta) = 0.12936 / 0.12930 Eh
LUMO energy (alpha / beta) = -5.42 / -5.42 eV


Version C
Molecular formula: C30H43Cl5LaP2
Method: DFT, the ωB97M-V functional and the def2-TZVPD basis

Structure (XYZ):
```
81
C30H43Cl5LaP2, DFT the ωB97M-V functional and the def2-TZVPD basis
La -0.6558 0.0812 -2.0460
C 0.0662 2.1855 0.4608
C -0.8822 1.6261 1.3565
C 1.0741 0.4477 1.5755
C 1.2886 1.4567 0.6083
C -0.2749 0.5284 2.0098
C -0.1127 3.3770 -0.4062
H -1.1601 3.5012 -0.7120
H 0.4763 3.2989 -1.3348
H 0.2101 4.3146 0.0851
C 2.5597 1.7303 -0.0950
H 2.5285 2.6903 -0.6207
H 2.7900 0.9369 -0.8291
H 3.3939 1.7464 0.6218
C 2.0585 -0.5456 2.0420
H 2.9924 -0.0819 2.3859
H 2.3298 -1.2335 1.2301
H 1.6568 -1.1551 2.8601
C -0.9120 -0.4000 2.9681
H -0.4645 -0.2994 3.9711
H -0.7947 -1.4552 2.6621
H -1.9923 -0.2237 3.0580
C -2.2560 2.1218 1.6521
H -2.2520 2.6861 2.6060
H -2.9639 1.2780 1.7641
H -2.6427 2.7825 0.8618
C -3.3642 -0.4046 -4.8142
C -3.8749 1.0025 -4.6678
C -5.2874 1.3092 -4.2141
C -5.7774 0.2530 -3.1683
C -4.7764 -0.6162 -2.4578
C -4.6128 -1.9432 -2.7711
C -4.6412 -2.5259 -4.1178
C -4.3614 -1.4827 -5.2083
H -6.0368 1.3785 -5.0171
H -6.5438 -0.3796 -3.6423
H -5.2760 2.3344 -3.7976
H -5.3052 -1.0256 -5.5347
H -2.4104 -0.5267 -5.3311
H -3.4200 1.7481 -5.3086
H -4.0403 -2.0162 -6.1322
H -3.8907 -3.3347 -4.1727
H -4.7391 -2.6918 -2.0004
H -5.6111 -3.0087 -4.3228
H -6.3228 0.8332 -2.4128
H -4.7424 -0.4208 -1.3806
P -3.0033 0.8671 -3.1474
P -1.5717 -2.3986 0.1336
C -1.7431 -1.8405 -2.6173
C -1.7874 -3.0040 -1.6867
H -1.0632 -1.9247 -3.5062
H -2.7528 -1.6189 -3.0018
H -2.7080 -3.6071 -1.7479
H -0.9467 -3.6489 -1.9482
C -1.2367 -4.1205 0.5746
H -0.9064 -4.2049 1.6169
H -0.4598 -4.5299 -0.0975
H -2.1998 -4.6350 0.4165
C -3.3005 -2.1643 0.6285
H -3.9250 -2.9272 0.1582
H -3.6548 -1.1620 0.3496
H -3.3478 -2.2694 1.7269
C -1.3848 1.6006 -3.8491
H -0.9577 2.4082 -3.2049
H -1.5245 1.9878 -4.8777
H -0.5447 0.8767 -4.0697
C -3.4340 2.0370 -1.7177
H -3.0525 1.5789 -0.7804
H -4.5298 2.2125 -1.5145
H -2.9499 3.0490 -1.6822
Cl 5.0212 -0.6987 0.1539
C 4.4329 -1.5389 -1.2550
C 3.2011 -1.2670 -1.8060
C 2.7368 -1.9406 -2.9002
Cl 1.2140 -1.5793 -3.7251
C 3.5229 -2.9783 -3.4691
Cl 2.9091 -3.9291 -4.7493
C 4.8086 -3.2694 -2.9522
Cl 5.7641 -4.5161 -3.6336
C 5.2627 -2.5348 -1.8436
Cl 6.7651 -2.8898 -1.1675
```

total charge = +1
frontier orbital gap (alpha / beta) = 0.19999 / 0.18654 Eh
LUMO energy (alpha / beta) = -4.04 / -4.40 eV


Most stable = version C


Version A
Molecular formula: H30O15
Method: DFT, the ωB97M-V functional and the def2-TZVPD basis

Structure (XYZ):
```
45
H30O15, DFT the ωB97M-V functional and the def2-TZVPD basis
O -16.5376 18.4819 -5.2549
H -16.3743 18.9144 -6.0589
H -15.6191 18.3355 -4.9227
O -14.1447 11.4986 -3.1019
H -14.5337 12.3559 -2.9295
H -13.4437 11.4712 -2.4714
O -14.5815 13.8476 -1.4597
H -14.4673 13.3768 -0.6237
H -13.7971 14.3686 -1.5178
O -13.7318 17.1995 -5.5641
H -13.2809 16.9987 -6.4199
H -13.1190 17.6067 -4.9929
O -15.6794 16.0371 0.5355
H -16.0422 15.9105 -0.3430
H -16.3500 15.5864 1.0782
O -12.1989 18.0360 -3.4723
H -11.2819 18.1255 -3.6446
H -12.3329 17.4650 -2.7322
O -12.5541 14.6249 -3.4370
H -13.2603 14.5254 -4.0923
H -12.3272 13.7311 -3.1330
O -15.1335 16.0389 -3.0067
H -14.5428 16.0955 -3.7833
H -15.0841 15.1481 -2.7897
O -13.6882 17.7664 -0.8105
H -14.3586 18.0230 -0.1690
H -14.2544 17.5062 -1.5511
O -17.2929 15.9414 -4.4187
H -16.4866 15.8570 -3.9231
H -17.3342 16.8734 -4.4935
O -17.1655 13.4989 -0.3869
H -16.5592 13.5162 0.3809
H -16.5691 13.4151 -1.1376
O -14.5559 14.2567 -5.1809
H -14.9922 13.4538 -5.3248
H -14.1780 14.5118 -6.0439
O -16.1787 16.0072 -7.1043
H -15.6170 16.3784 -7.7725
H -15.7460 16.1720 -6.2941
O -16.6108 12.9932 -3.5076
H -16.7390 13.6569 -4.2093
H -16.8095 12.1573 -3.9146
O -16.6279 18.2371 -1.8180
H -16.6865 17.2941 -1.8215
H -17.2950 18.5331 -2.4643
```

frontier orbital gap = 0.37783 Eh
LUMO energy = -0.21 eV


Version B
Molecular formula: H30O15
Method: DFT, the ωB97M-V functional and the def2-TZVPD basis

Structure (XYZ):
```
45
H30O15, DFT the ωB97M-V functional and the def2-TZVPD basis
O -3.1489 1.2958 -0.6890
H -2.6249 0.9318 0.0290
H -3.2349 2.2108 -0.4280
O -1.5569 0.8418 1.3380
H -2.3749 1.1588 1.7990
H -1.0289 1.6818 1.2120
O 0.4671 -0.1002 -0.2340
H -0.1269 0.2908 -0.9010
H 0.0241 0.0358 0.6280
O -1.1689 0.9238 4.0610
H -2.0019 1.2068 4.4160
H -1.2149 0.8018 3.0680
O 1.3851 -1.0232 3.0670
H 1.2991 -0.0782 3.0780
H 0.4391 -1.2112 2.9860
O 2.7691 -1.0572 -1.7460
H 3.0421 -0.8112 -0.8440
H 3.0731 -0.4062 -2.3980
O -1.4329 0.2468 -2.3770
H -2.0279 0.7328 -1.7770
H -1.2049 0.9298 -3.0410
O -1.1359 -1.8862 2.7540
H -1.9249 -1.7242 3.2370
H -1.5399 -1.7192 1.8950
O 2.2101 2.0428 -0.1480
H 1.7271 1.2308 -0.3060
H 3.2021 1.9058 -0.1730
O 1.2191 1.9588 -2.9330
H 2.0991 1.8968 -2.5400
H 1.2631 1.2528 -3.5510
O 0.5951 -0.4742 -4.3690
H -0.0549 -0.4362 -3.6620
H 0.1361 -0.3642 -5.2210
O 0.0741 -2.1812 -2.0950
H -0.6919 -1.8502 -1.6190
H 0.8001 -1.6042 -1.8920
O 1.5481 -2.3752 0.7100
H 1.2551 -1.7932 0.0390
H 1.7171 -1.7802 1.4370
O 1.6001 1.6498 2.4660
H 1.3121 2.3358 3.0520
H 1.8971 2.1268 1.6990
O -2.0049 -1.9982 -0.1740
H -1.7179 -2.7882 0.2530
H -2.9369 -2.0252 -0.1040
```

frontier orbital gap = 0.32105 Eh
LUMO energy = -0.95 eV


Version C
Molecular formula: H30O15
Method: DFT, the ωB97M-V functional and the def2-TZVPD basis

Structure (XYZ):
```
45
H30O15, DFT the ωB97M-V functional and the def2-TZVPD basis
O -3.3658 -3.2756 -1.3697
H -3.1657 -3.9015 -0.6671
H -2.7947 -2.6983 -1.8554
O 2.1778 2.7459 1.8259
H 1.9808 3.6011 1.4597
H 1.3039 2.4514 2.3546
O 0.9714 -1.5581 3.2717
H 0.7368 -2.2600 3.8884
H 0.7018 -0.6842 3.7099
O 0.5201 -2.8277 -1.3974
H 0.0610 -2.8003 -0.5630
H 1.0307 -3.6184 -1.6112
O -1.3793 -0.5098 -1.2440
H -2.1209 -0.0488 -1.7069
H -0.7151 0.1671 -1.3750
O -1.4814 -1.8553 -3.5367
H -0.7838 -1.2504 -3.9561
H -1.0066 -2.1061 -2.7287
O 3.6665 1.2583 3.5270
H 3.8122 0.6753 2.7741
H 3.3811 2.1226 3.1523
O -1.2799 2.7602 3.2532
H -2.0392 2.7502 2.6777
H -1.1889 3.6787 3.4898
O -3.9964 -0.0494 -2.5728
H -3.9623 -0.9659 -2.2787
H -3.5523 0.0196 -3.4460
O 1.9187 3.1749 -2.4085
H 1.1127 2.7614 -2.7120
H 2.1462 2.6596 -1.6291
O 2.9746 -2.3231 -0.0319
H 3.5550 -2.8233 0.5178
H 2.0823 -2.4738 -0.2458
O -2.5150 0.0969 3.4210
H -2.0212 0.5817 2.7713
H -3.3003 -0.1601 2.9509
O -4.1769 2.5219 -0.7645
H -4.4037 2.0512 0.0328
H -3.8753 1.7436 -1.3064
O 4.8150 0.4092 1.2810
H 4.5371 1.2693 0.9264
H 4.1703 -0.2110 0.9431
O 1.6540 -0.3160 -3.1660
H 1.2717 -0.2075 -2.3029
H 2.5428 -0.5755 -3.3529
```

frontier orbital gap = 0.35212 Eh
LUMO energy = -0.49 eV


Version D
Molecular formula: H30O15
Method: DFT, the ωB97M-V functional and the def2-TZVPD basis

Structure (XYZ):
```
45
H30O15, DFT the ωB97M-V functional and the def2-TZVPD basis
O -5.5480 1.8140 -7.4720
H -4.8370 1.3090 -7.0660
H -5.4470 1.7400 -8.4120
O -5.7040 4.5920 -7.2580
H -5.9700 4.9880 -8.1040
H -5.4130 3.6700 -7.3370
O -5.1170 3.4980 -4.5710
H -5.6090 4.2180 -4.2610
H -4.6630 3.6940 -5.3560
O -4.0020 1.1400 -3.7510
H -4.4970 1.9340 -3.7590
H -3.0810 1.4210 -3.6960
O -2.7930 4.3720 -6.2820
H -2.6090 5.2610 -6.5070
H -1.9310 3.9410 -6.0750
O -2.8500 4.8650 -3.2720
H -1.9490 5.0710 -3.3250
H -3.2320 4.8640 -4.1470
O -7.9960 4.6830 -6.0660
H -7.0110 4.7050 -6.3130
H -8.4180 5.1190 -6.8070
O -7.5470 1.9500 -4.8310
H -6.6320 2.2540 -5.0890
H -8.2230 2.4530 -5.3020
O -4.3040 6.9650 -6.8980
H -4.8250 6.1880 -6.7010
H -4.6020 7.3990 -7.6860
O -6.1640 5.5660 -3.3460
H -6.9270 5.4080 -2.7620
H -6.3310 6.2670 -3.9590
O -3.1120 0.8650 -6.5970
H -2.7700 1.4920 -5.9480
H -2.4800 0.7680 -7.2700
O -4.7900 3.0260 -1.7040
H -4.1880 3.4760 -2.3470
H -5.7310 3.0720 -1.9340
O -2.9300 3.3210 -8.7840
H -3.1970 3.4260 -7.8770
H -2.0180 3.6940 -8.9180
O -7.5520 3.2520 -2.2910
H -7.5090 2.9500 -3.1720
H -8.0550 2.6520 -1.7320
O -4.6400 6.1340 -1.1840
H -5.2090 6.4850 -0.4610
H -5.3420 5.8040 -1.7910
```

frontier orbital gap = 0.32045 Eh
LUMO energy = -0.51 eV


Most stable = version A